Computed, not measured: a cluster of 2 separate species, C6H10N2O3 in total, with ωB97M-V/def2-TZVPD.

* calculated total energy: -15503.3054 eV
* energy relative to the best compared isomer or geometry (same formula, charge and spin): 108.4 kcal/mol
* orbital gap: 7.36 eV
* 2S+1: 1
* HOMO energy: -6.7 eV

Structure (XYZ):
```
21
Properties=species:S:1:pos:R:3:forces:R:3:nbo_charge:R:1
C 1.215 0.635 2.463 1.58 0.36 2.65 -0.08
C -1.974 1.449 -1.914 -0.87 0.12 -0.22 1.03
C -0.309 -2.466 0.678 0.53 -1.18 0.53 -0.67
C 1.702 1.639 -0.784 1.61 0.62 -1.94 -0.42
C -0.767 -1.185 0.024 2.37 2.93 0.43 0.09
C 0.318 0.043 0.247 -0.98 -2.08 0.14 0.28
N 0.688 0.531 1.371 -1.25 -0.79 -1.33 -0.39
N 0.873 0.494 -0.944 -0.95 1.49 1.33 -0.63
O -2.032 0.696 -2.761 0.56 -2.36 -2.18 -0.53
O -2.104 2.258 -1.132 0.39 2.21 2.47 -0.51
O -1.985 -0.657 0.376 -2.32 -0.97 3.17 -0.70
H 1.158 1.398 3.326 -0.85 -0.69 -1.93 0.18
H -0.520 -2.574 1.788 0.02 0.61 -1.19 0.22
H 0.860 -2.525 0.629 -2.28 -0.37 -0.37 0.24
H -0.917 -3.291 0.172 1.41 0.64 0.67 0.23
H 2.581 1.549 -0.096 -0.38 -0.19 -0.86 0.19
H 1.949 1.975 -1.844 0.32 -0.27 1.50 0.20
H 1.103 2.401 -0.375 -0.79 1.13 0.57 0.20
H -0.904 -1.262 -1.055 0.87 -0.34 -0.17 0.19
H 1.236 -0.199 -1.512 0.73 -1.63 -1.22 0.38
H -2.171 -0.909 1.341 0.28 0.76 -2.03 0.47
```
Positions in Å, forces in eV/Å.